Density functional theory data (wB97M-V/def2-TZVPD) for 9 unconnected molecules or ions with the total composition H17O9 in a non-equilibrium geometry.

The charge is -1. The value obtained for the HOMO energy is -5.88 eV. The calculation puts the energy above the lowest of the compared OMol25 structures with the same formula, charge and spin at 109.4 kcal/mol. Its largest force on an atom is 13.48 eV/A. As for the multiplicity: 1. As for the total energy: -687.27774 hartree.

CARTESIAN COORDINATES (ANGSTROEM)
O 0.11 0.37 0.69
H -1.21 -1.51 -1.59
H -0.71 0.20 0.18
O 0.04 -1.45 2.77
H -0.50 -0.62 3.05
O 1.34 2.56 -0.90
H 1.94 1.87 -1.43
H 0.48 2.36 -1.21
O 0.94 0.66 -1.97
H 0.69 0.70 0.00
H 1.12 0.65 -2.85
O -1.31 -0.17 -2.47
H -1.19 -0.42 -3.31
H -0.30 0.28 -2.15
O 0.40 1.09 3.21
H 0.28 0.62 2.43
H 1.15 1.50 3.31
O -1.30 -2.42 -1.06
H -0.62 -2.46 -0.40
H 0.58 -0.92 1.99
O -3.20 0.81 0.57
H -2.33 0.43 0.76
H -3.17 1.45 -0.31
O 2.27 -2.15 0.07
H 2.38 -1.93 1.07
H 2.11 -1.52 -0.44



Density functional theory data (wB97M-V/def2-TZVPD) for 2 unconnected molecules or ions with the total composition C5H16N3 in a non-equilibrium geometry.

The value obtained for the HOMO energy (alpha / beta) is -7.91 / -8.53 eV. The calculation puts the energy above the lowest of the compared OMol25 structures with the same formula, charge and spin at 49.1 kcal/mol. Its largest force on an atom is 3.42 eV/A. As for the multiplicity: 2. As for the total energy: -364.20983 hartree.

CARTESIAN COORDINATES (ANGSTROEM)
N 1.99 3.12 -0.92
C 0.29 0.08 -0.57
C 0.36 0.17 0.91
C 1.59 -0.59 1.54
N 1.43 -0.69 2.97
C -1.02 -0.06 -1.34
N -1.93 -0.81 -0.40
C -3.05 -1.43 -1.24
H 2.39 3.62 -1.69
H 2.10 2.07 -0.94
H 1.00 3.11 -0.71
H 1.06 -0.53 -1.04
H 0.35 1.21 1.22
H -0.63 -0.09 1.35
H 1.46 -1.59 1.04
H 2.44 -0.04 1.21
H 2.19 -0.47 3.55
H 1.32 -1.68 3.27
H -0.82 -0.62 -2.35
H -1.60 0.85 -1.66
H -1.15 -1.09 0.20
H -3.75 -2.00 -0.66
H -3.48 -0.53 -1.72
H -2.56 -2.01 -2.03



Density functional theory data (wB97M-V/def2-TZVPD) for 2 unconnected molecules or ions with the total composition C15H21F3IO12PS in a non-equilibrium geometry.

The value obtained for the HOMO energy is -9.77 eV. As for the SMILES: C[C@@H](I)CO[P@](=O)(OCCCS(=O)(=O)O)OC[C@H](O)C(F)(F)F.O=C1C=C(O)C(=O)C=C1O. Its largest force on an atom is 1.30 eV/A. As for the multiplicity: 1. As for the total energy: -2824.00864 hartree.

CARTESIAN COORDINATES (ANGSTROEM)
C 1.35 1.21 -1.22
C 0.24 1.01 -0.20
I 0.55 2.40 1.44
C -1.15 1.24 -0.79
O -1.87 -0.01 -0.94
P -1.80 -0.85 -2.29
O -1.04 -0.27 -3.39
O -3.34 -1.07 -2.61
C -4.16 -1.85 -1.75
C -5.52 -1.16 -1.57
C -5.47 0.37 -1.49
S -5.08 1.13 0.08
O -6.30 1.40 0.77
O -4.11 2.17 -0.14
O -4.37 -0.04 0.91
O -1.34 -2.31 -1.85
C -0.38 -2.54 -0.80
C -0.97 -2.49 0.60
O 0.14 -2.45 1.49
C -1.88 -3.70 0.91
F -1.39 -4.50 1.81
F -3.06 -3.26 1.38
F -2.15 -4.43 -0.17
H 1.35 2.23 -1.61
H 1.22 0.50 -2.04
H 2.33 1.03 -0.77
H 0.32 0.03 0.26
H -1.78 1.83 -0.12
H -1.09 1.76 -1.74
H -3.69 -2.05 -0.79
H -4.31 -2.83 -2.21
H -6.16 -1.42 -2.41
H -5.98 -1.59 -0.68
H -6.47 0.75 -1.70
H -4.78 0.78 -2.22
H -3.67 -0.42 0.35
H 0.45 -1.84 -0.88
H 0.00 -3.55 -0.99
H -1.58 -1.60 0.76
H -0.04 -1.83 2.20
O 8.44 1.05 0.70
C 7.39 1.50 1.13
C 6.27 1.90 0.29
C 5.17 2.39 0.87
O 4.11 2.78 0.18
C 5.04 2.54 2.37
O 4.01 3.01 2.81
C 6.15 2.12 3.20
C 7.26 1.63 2.62
O 8.32 1.22 3.29
H 6.37 1.80 -0.78
H 3.42 3.09 0.80
H 6.05 2.22 4.27
H 8.97 0.92 2.62



Density functional theory data (wB97M-V/def2-TZVPD) for 2 unconnected molecules or ions with the total composition C2H7O2 in a non-equilibrium geometry.

The charge is +1. The value obtained for the HOMO energy is -17.04 eV. The calculation puts the energy above the lowest of the compared OMol25 structures with the same formula, charge and spin at 15.3 kcal/mol. Its largest force on an atom is 1.55 eV/A. As for the multiplicity: 1. As for the total energy: -230.57638 hartree.

CARTESIAN COORDINATES (ANGSTROEM)
O 0.33 -0.17 -2.11
H 0.97 -0.88 -1.96
H -1.00 -1.20 0.22
H -0.15 -0.65 -2.79
C -0.53 -1.01 1.18
C 0.03 0.33 1.20
O 0.15 1.15 0.27
H -1.37 -0.99 1.89
H 0.22 -1.73 1.49
H 0.60 0.62 2.09
H 0.20 0.85 -0.68



Density functional theory data (wB97M-V/def2-TZVPD) for a molecular structure, C14H25CeCl2N2OP2 in a non-equilibrium geometry.

The charge is +3. The value obtained for the HOMO energy (alpha / beta) is -19.14 / -19.14 eV. Its largest force on an atom is 2.78 eV/A. As for the multiplicity: 1. As for the total energy: -2810.42596 hartree.

CARTESIAN COORDINATES (ANGSTROEM)
C 1.21 -0.85 -3.85
C 0.74 -1.47 -2.60
H 1.22 0.25 -3.76
H 0.55 -1.19 -4.66
H 2.22 -1.15 -4.09
O 0.41 -0.86 -1.56
Cl 0.68 -3.17 -2.73
Ce -0.25 0.15 0.90
P -2.77 -0.13 -0.46
C -3.69 1.40 -0.85
C -2.94 -0.96 -2.08
H -4.01 -1.07 -2.32
H -4.91 -1.20 -0.09
H -2.44 -1.94 -2.04
H -3.59 -2.04 0.77
H -3.15 1.95 -1.64
H -2.44 -0.35 -2.85
C -4.00 -1.06 0.51
H -4.70 1.15 -1.22
H -4.24 -0.54 1.44
H -3.78 2.06 0.02
P 2.68 -0.25 0.98
C 3.77 1.20 1.18
C 3.20 -1.31 2.37
H 3.10 -2.04 -0.62
H 4.62 -1.21 -0.11
H 3.50 -0.44 -1.29
C 3.56 -1.07 -0.40
H 2.58 -2.22 2.38
H 4.26 -1.58 2.26
H 4.83 0.88 1.23
H 3.51 1.75 2.08
H 3.05 -0.78 3.32
H 3.65 1.86 0.30
Cl -0.67 -1.30 2.94
N -1.52 5.68 6.12
C -1.40 4.92 5.23
C -1.25 4.00 4.13
C -2.32 3.22 3.69
C -2.14 2.33 2.64
N -0.92 2.15 2.07
C 0.09 3.02 2.38
C -0.04 3.92 3.44
H -3.29 3.32 4.15
H -2.97 1.75 2.23
H 0.99 2.98 1.76
H 0.82 4.56 3.69



Density functional theory data (wB97M-V/def2-TZVPD) for C5H6O in the gas phase in a non-equilibrium geometry.

The value obtained for the HOMO energy is -8.33 eV. As for the SMILES: C1=C[C@@H]2C[C@@H]2O1. The calculation puts the energy above the lowest of the compared OMol25 structures with the same formula, charge and spin at 94.8 kcal/mol. Its largest force on an atom is 6.94 eV/A. As for the multiplicity: 1. As for the total energy: -269.19519 hartree.

CARTESIAN COORDINATES (ANGSTROEM)
C -1.51 0.35 0.46
C -1.22 -0.65 -0.54
C 0.29 -0.53 -0.73
C 1.21 -0.24 0.46
C 0.53 0.87 -0.09
O -0.45 1.32 0.63
H -2.25 0.72 1.13
H -2.02 -1.46 -0.49
H 0.86 -0.82 -1.67
H 2.25 -0.29 -0.08
H 1.35 -0.91 1.47
H 0.96 1.64 -0.55



Density functional theory data (wB97M-V/def2-TZVPD) for a molecular structure, C28H32CrN2O3P in a non-equilibrium geometry.

The charge is +2. The value obtained for the HOMO energy (alpha / beta) is -13.22 / -13.53 eV. The calculation puts the energy above the lowest of the compared OMol25 structures with the same formula, charge and spin at 0.0 kcal/mol. Its largest force on an atom is 4.87 eV/A. As for the multiplicity: 4. As for the total energy: -2806.54255 hartree.

CARTESIAN COORDINATES (ANGSTROEM)
O 0.62 -5.37 1.13
C 0.55 -4.28 1.53
Cr 0.72 -2.50 2.17
C 2.00 -2.33 0.73
O 2.83 -2.29 -0.10
C 2.25 -3.10 3.13
O 3.22 -3.54 3.58
C -0.88 -2.37 3.59
C -1.42 -2.41 2.31
C -0.98 -1.53 1.33
C 0.01 -0.56 1.63
C 0.65 0.16 0.52
C 1.27 0.67 -0.40
C 2.09 1.19 -1.49
C 1.70 0.77 -2.89
C 2.32 1.40 -3.98
C 2.01 0.97 -5.28
C 1.13 -0.11 -5.46
C 0.53 -0.74 -4.37
C 0.85 -0.33 -3.07
C 0.55 -0.52 2.93
C 0.09 -1.41 3.91
H -1.21 -3.07 4.35
H -2.18 -3.15 2.05
H -1.34 -1.58 0.30
H 2.29 2.26 -1.39
H 2.99 2.25 -3.82
H 2.47 1.46 -6.14
H 0.89 -0.46 -6.47
H -0.16 -1.56 -4.48
H 0.41 -0.79 -2.19
H 1.34 0.21 3.15
H 0.51 -1.36 4.92
C 6.15 -1.49 -3.35
C 6.69 -0.19 -2.77
C 8.21 -0.28 -2.67
C 6.29 1.00 -3.64
N 6.20 0.07 -1.40
P 6.64 1.60 -0.65
H 3.02 0.68 -1.40
N 5.82 0.92 0.74
C 5.86 1.71 2.00
C 5.01 1.08 3.10
C 5.38 3.12 1.66
C 7.32 1.74 2.44
C 6.09 -0.45 0.80
C 6.31 -0.94 -0.44
H 5.06 -1.53 -3.38
H 6.53 -1.58 -4.38
H 6.52 -2.37 -2.80
H 8.61 0.64 -2.21
H 8.49 -1.15 -2.07
H 8.65 -0.40 -3.67
H 6.69 1.95 -3.24
H 6.71 0.86 -4.64
H 5.20 1.09 -3.72
H 5.41 0.11 3.43
H 5.05 1.76 3.96
H 3.96 0.94 2.81
H 6.00 3.59 0.89
H 4.33 3.12 1.32
H 5.45 3.73 2.57
H 7.94 2.14 1.62
H 7.43 2.38 3.32
H 7.65 0.73 2.69
H 6.10 -0.99 1.74
H 6.56 -1.96 -0.73



Density functional theory data (wB97M-V/def2-TZVPD) for C5H9NO in the gas phase in a non-equilibrium geometry.

The value obtained for the HOMO energy is -10.65 eV. As for the SMILES: COC(C)(C)C#N. The calculation puts the energy above the lowest of the compared OMol25 structures with the same formula, charge and spin at 34.3 kcal/mol. Its largest force on an atom is 1.20 eV/A. As for the multiplicity: 1. As for the total energy: -325.88289 hartree.

CARTESIAN COORDINATES (ANGSTROEM)
C 2.01 0.36 -0.13
O 0.81 0.31 -0.87
C -0.40 0.15 -0.15
C -1.37 -0.49 -1.13
C -0.26 -0.70 1.12
C -0.93 1.48 0.26
N -1.39 2.49 0.61
H 1.99 1.13 0.66
H 2.25 -0.61 0.31
H 2.79 0.62 -0.85
H -0.94 -1.44 -1.47
H -1.51 0.15 -2.00
H -2.34 -0.68 -0.66
H -1.24 -0.84 1.58
H 0.39 -0.23 1.86
H 0.14 -1.69 0.86



Density functional theory data (wB97M-V/def2-TZVPD) for 2 unconnected molecules or ions with the total composition C29H26O5S in a non-equilibrium geometry.

The value obtained for the HOMO energy is -7.01 eV. The calculation puts the energy above the lowest of the compared OMol25 structures with the same formula, charge and spin at 42.9 kcal/mol. Its largest force on an atom is 1.60 eV/A. As for the multiplicity: 1. As for the total energy: -1894.89732 hartree.

CARTESIAN COORDINATES (ANGSTROEM)
C -5.54 2.53 -3.05
O -5.34 1.09 -3.05
C -4.08 0.60 -2.85
C -3.97 -0.76 -2.44
C -2.76 -1.24 -2.01
C -1.57 -0.46 -2.13
C -0.34 -0.93 -1.62
C 0.91 -0.36 -2.03
C 1.97 -1.19 -2.49
C 3.18 -0.65 -2.85
C 3.40 0.75 -2.75
O 4.68 1.16 -2.95
C 5.04 2.56 -2.82
C 2.34 1.60 -2.39
C 1.16 1.04 -1.95
C -1.69 0.81 -2.78
C -2.92 1.38 -3.03
H -6.63 2.63 -2.98
H -5.05 3.01 -2.20
H -5.18 2.97 -3.99
H -4.87 -1.37 -2.47
H -2.68 -2.25 -1.60
H -0.33 -1.90 -1.13
H 1.80 -2.27 -2.54
H 4.00 -1.26 -3.22
H 6.11 2.56 -3.06
H 4.49 3.19 -3.53
H 4.89 2.92 -1.79
H 2.45 2.69 -2.42
H 0.41 1.69 -1.50
H -0.80 1.36 -3.05
H -2.98 2.40 -3.43
C -3.07 -2.04 6.15
C -2.30 -0.88 6.01
C -1.40 -0.76 4.95
C -1.26 -1.82 4.03
S 0.07 -1.80 2.81
C -0.42 -1.13 1.28
C 0.14 0.16 0.95
O -0.57 1.13 0.62
C 1.67 0.23 0.99
C 2.49 -0.90 0.92
C 3.88 -0.77 1.04
C 4.45 0.50 1.09
C 3.64 1.64 1.13
C 2.25 1.50 1.07
O 1.01 -0.91 3.46
O 0.42 -3.19 2.62
C -2.05 -2.97 4.16
C -2.96 -3.08 5.22
H -3.75 -2.14 7.00
H -2.39 -0.06 6.73
H -0.78 0.13 4.84
H -1.45 -1.37 1.01
H 2.04 -1.88 0.77
H 4.48 -1.69 1.10
H 5.54 0.59 1.15
H 4.08 2.63 1.21
H 1.60 2.38 1.09
H -1.92 -3.79 3.44
H -3.56 -3.99 5.30



Density functional theory data (wB97M-V/def2-TZVPD) for 4 unconnected molecules or ions with the total composition C16H43FN4O4Si.

The value obtained for the HOMO energy is -9.19 eV. As for the SMILES: CN(C)C(=O)C[SiH2]F.COC[C@@H](C)N.COC[C@@H](C)N.COC[C@@H](C)N. Its largest force on an atom is 1.00 eV/A. As for the multiplicity: 1. As for the total energy: -1544.75215 hartree.

CARTESIAN COORDINATES (ANGSTROEM)
C 1.29 -2.90 -0.78
N 1.02 -3.84 -1.86
C 0.79 -5.20 -1.39
C 1.72 -3.76 -3.07
O 1.44 -4.50 -3.98
C 2.87 -2.78 -3.20
Si 4.34 -3.25 -2.16
F 4.65 -2.08 -1.09
H 1.84 -2.03 -1.11
H 1.83 -3.38 0.04
H 0.35 -2.53 -0.37
H 1.54 -5.48 -0.65
H 0.83 -5.88 -2.24
H -0.20 -5.29 -0.93
H 3.15 -2.75 -4.25
H 2.59 -1.76 -2.93
H 4.09 -4.49 -1.39
H 5.53 -3.44 -3.02
C -3.26 0.81 3.05
O -2.07 0.19 3.48
C -1.90 -1.16 3.09
C -1.34 -1.35 1.68
C -2.34 -1.08 0.56
N -0.13 -0.56 1.44
H -4.10 0.11 3.04
H -3.16 1.26 2.05
H -3.48 1.61 3.76
H -1.19 -1.58 3.81
H -2.85 -1.70 3.21
H -1.05 -2.41 1.62
H -2.48 -0.01 0.41
H -1.98 -1.50 -0.37
H -3.31 -1.53 0.79
H 0.59 -0.83 2.10
H -0.34 0.41 1.66
C 5.62 -0.37 -6.25
O 4.35 -0.82 -5.83
C 3.29 0.11 -5.98
C 2.68 0.15 -7.39
C 3.54 0.88 -8.41
N 2.33 -1.17 -7.90
H 5.75 0.70 -6.06
H 5.80 -0.56 -7.31
H 6.37 -0.92 -5.67
H 2.52 -0.23 -5.29
H 3.61 1.11 -5.66
H 1.74 0.72 -7.28
H 4.37 0.25 -8.75
H 2.95 1.12 -9.29
H 3.96 1.80 -8.01
H 1.65 -1.61 -7.30
H 3.16 -1.76 -7.85
C -6.05 4.99 6.86
O -5.17 4.48 5.88
C -3.84 4.93 5.96
C -2.96 4.18 6.97
C -3.23 4.53 8.42
N -3.04 2.72 6.80
H -5.81 6.03 7.11
H -6.04 4.40 7.78
H -7.06 4.96 6.44
H -3.42 4.78 4.97
H -3.82 6.01 6.17
H -1.93 4.47 6.74
H -4.14 4.04 8.79
H -2.41 4.18 9.05
H -3.34 5.61 8.56
H -2.74 2.47 5.87
H -4.02 2.46 6.85



Density functional theory data (wB97M-V/def2-TZVPD) for 2 unconnected molecules or ions with the total composition C9H9N2O4 in a non-equilibrium geometry.

The charge is -1. The value obtained for the HOMO energy (alpha / beta) is -3.64 / -3.64 eV. The calculation puts the energy above the lowest of the compared OMol25 structures with the same formula, charge and spin at 155.6 kcal/mol. Its largest force on an atom is 5.42 eV/A. As for the multiplicity: 1. As for the total energy: -758.53491 hartree.

CARTESIAN COORDINATES (ANGSTROEM)
C 0.49 0.64 -0.42
C -0.73 -1.58 -0.93
C -0.41 0.53 0.82
C -1.77 -1.30 -0.11
C 0.85 -0.31 0.66
C 3.68 1.22 -0.98
C 3.43 0.09 -0.30
C 0.58 -0.85 -0.71
C -1.82 -0.16 0.83
N 3.89 -0.98 0.19
N 3.63 -1.96 1.03
O 3.59 -1.73 2.27
O 3.24 1.61 -2.08
O 3.51 -3.09 0.52
O -2.96 0.66 0.54
H 1.04 1.40 -1.01
H -0.75 -2.45 -1.71
H -0.52 1.33 1.63
H -2.62 -1.76 -0.21
H 1.63 -0.52 1.41
H 4.13 1.96 -0.19
H 1.39 -1.03 -1.31
H -1.80 -0.36 1.88
H -2.65 1.21 -0.12



Density functional theory data (wB97M-V/def2-TZVPD) for 2 unconnected molecules or ions with the total composition C18H23N3O3 in a non-equilibrium geometry.

The value obtained for the HOMO energy is -8.31 eV. As for the SMILES: Cc1cc(=O)c(-c2ccccc2)c(C)[nH]1.CNC(=O)CNC(C)=O. The calculation puts the energy above the lowest of the compared OMol25 structures with the same formula, charge and spin at 45.3 kcal/mol. Its largest force on an atom is 2.43 eV/A. As for the multiplicity: 1. As for the total energy: -1089.72993 hartree.

CARTESIAN COORDINATES (ANGSTROEM)
C -7.08 -0.10 -1.73
C -5.67 0.09 -1.26
C -4.60 -0.29 -2.02
C -3.25 -0.08 -1.53
O -2.32 -0.44 -2.25
C -3.04 0.53 -0.21
C -1.68 0.72 0.31
C -1.27 0.07 1.48
C 0.02 0.27 1.99
C 0.91 1.12 1.33
C 0.51 1.76 0.15
C -0.77 1.56 -0.35
C -4.17 0.91 0.52
C -4.11 1.60 1.85
N -5.45 0.68 -0.01
H -7.10 -0.55 -2.73
H -7.60 0.86 -1.77
H -7.62 -0.77 -1.05
H -4.72 -0.75 -2.99
H -1.95 -0.60 2.00
H 0.33 -0.24 2.90
H 1.91 1.27 1.73
H 1.20 2.42 -0.36
H -1.08 2.05 -1.27
H -3.11 2.00 2.07
H -4.37 0.89 2.65
H -4.81 2.43 1.88
H -6.25 0.95 0.55
C 3.52 0.86 -2.04
N 3.94 1.02 -0.65
C 4.10 0.04 0.25
O 4.40 0.33 1.41
C 3.90 -1.42 -0.19
N 4.15 -2.41 0.87
C 5.32 -2.83 1.34
C 6.61 -2.29 0.75
O 5.37 -3.66 2.23
H 3.48 1.84 -2.52
H 2.52 0.42 -2.08
H 4.22 0.23 -2.58
H 4.11 1.95 -0.30
H 2.88 -1.53 -0.53
H 4.56 -1.62 -1.03
H 3.35 -2.80 1.34
H 6.66 -1.22 0.92
H 6.65 -2.51 -0.31
H 7.45 -2.77 1.25